1.
Entry from OMol25: an isolated ion of composition C5H9N2O3 and charge -1 (the ωB97M-V functional and the def2-TZVPD basis).

Geometry (Å):
C -1.345548 -1.093837 0.116777
C -0.351877 0.005079 0.071783
C 1.110113 -0.112418 0.063281
C 1.712570 -1.474011 -0.376444
O 3.088246 -1.643217 0.112495
N 1.824196 0.954998 0.189987
O 3.169741 0.940900 -0.008853
N -0.795611 1.306053 0.054949
C -2.202686 1.646129 0.281799
O -0.041762 2.302007 -0.289755
H -0.970100 -2.025456 -0.421210
H -2.146371 -0.670499 -0.459821
H -1.628649 -1.476475 1.114479
H 1.744420 -1.388658 -1.442882
H 1.099253 -2.290286 -0.021790
H 3.393858 -0.544073 -0.039448
H -2.806090 1.663453 -0.611025
H -2.553177 1.137833 1.088708
H -2.300530 2.762483 0.576963

Forces on atoms 1 to 3 (eV/Å):
0.771 -1.392 -0.503
1.231 3.521 1.135
0.060 -2.105 -0.703

Summary:
LUMO level   3.35 eV
Net charge   -1
ΔE to the lowest compared entry with this formula, charge and spin   153.1 kcal per mole
SMILES   C/C(=C(\CO)N=O)N(C)[O-]
DFT total energy   -530.98511 a.u.
Largest force on an atom   4.09 eV Å⁻¹

2.
Entry from OMol25: an isolated ion of composition C5H9N2O3S and charge +1 (the ωB97M-V functional and the def2-TZVPD basis).

Geometry (Å):
C 1.681124 0.821258 -1.322617
S 1.599293 -0.272894 -0.119961
O 2.716024 -1.022815 0.234464
C 1.022108 0.631048 1.381984
C -0.511460 0.831270 1.194986
C -0.846872 1.321394 -0.107855
N -1.369319 0.393908 -0.862429
C -1.028474 -0.955538 -0.081242
N -1.970418 -1.961160 -0.316102
O -1.079073 -0.546241 1.226939
O 0.264372 -1.230908 -0.481126
H 1.142886 0.632524 -2.338909
H 2.796062 1.215687 -1.276587
H 1.530390 1.526060 1.414940
H 1.268878 -0.127487 2.228083
H -0.986455 1.234009 2.224226
H -0.566965 2.183314 -0.678755
H -1.581878 0.476786 -1.826979
H -2.179605 -2.474009 0.561506
H -1.900610 -2.676206 -1.054569

Forces on atoms 1 to 3 (eV/Å):
0.865 0.347 -1.510
-2.332 2.029 -1.075
1.659 -1.644 0.978

Summary:
LUMO level (alpha / beta)   -5.12 / -5.12 eV
Net charge   +1
ΔE to the lowest compared entry with this formula, charge and spin   83.5 kcal per mole
SMILES   C=[S@@]1(=O)C[C@H]2C=[NH+][C@](N)(O2)O1
DFT total energy   -928.91618 a.u.
Largest force on an atom   5.54 eV Å⁻¹

3.
Entry from OMol25: an isolated ion of composition C5H9N2O5 and charge -1 (the ωB97M-V functional and the def2-TZVPD basis).

Geometry (Å):
C -0.985701 1.921734 0.019462
C -0.196865 0.749112 0.615357
C -0.440196 -0.575475 -0.099028
C 0.641785 -1.640167 0.287480
O 0.187128 -2.919316 0.179084
C 1.992021 -1.230532 -0.609856
N 2.959958 -0.569811 0.068659
O 3.846817 -0.015196 -0.577860
O 2.864493 -0.426308 1.290495
N -1.771728 -1.089435 0.088883
O -2.040148 -2.050200 -0.673082
O -2.544643 -0.791068 1.046826
H -2.102324 1.959884 -0.035468
H -0.828062 2.693642 0.770484
H -0.639549 2.071958 -1.069688
H 0.810540 0.931811 0.460488
H -0.340311 0.683215 1.677571
H -0.247579 -0.271922 -1.143658
H 1.015098 -1.362446 1.247136
H -0.565266 -2.963588 -0.324214
H 2.267966 -1.625141 -1.626877

Forces on atoms 1 to 3 (eV/Å):
-0.343 0.166 -0.911
-2.559 -0.827 -0.309
1.537 2.133 -0.038

Summary:
LUMO level   2.58 eV
Net charge   -1
ΔE to the lowest compared entry with this formula, charge and spin   79.3 kcal per mole
SMILES   CC[C@@H]([C@@H](O)C=[N+]([O-])[O-])[N+](=O)[O-]
DFT total energy   -681.43273 a.u.
Largest force on an atom   4.26 eV Å⁻¹